Record 1
Here is an isolated molecule of C3H8N2O2 from the OMol25 dataset. Energies are from ωB97M-V/def2-TZVPD.

Properties
* ΔE to the lowest compared entry with this formula, charge and spin: 6.69 kcal/mol
* max |F|: 0.39 eV/A
* LUMO: 0.72 eV
* Kohn-Sham gap: 10.39 eV
* SMILES: NC(=O)NCCO

```
! wB97M-V def2-TZVPD RIJCOSX def2/J DEFGRID3
* xyz 0 1
N 2.059 0.498 -1.197
C 0.710 0.515 -0.914
O 0.042 1.543 -0.998
N 0.161 -0.701 -0.596
C -1.118 -0.737 0.094
C -1.011 -0.267 1.544
O -0.426 1.006 1.666
H 2.458 1.425 -1.219
H 2.635 -0.192 -0.738
H 0.785 -1.479 -0.444
H -1.507 -1.761 0.055
H -1.812 -0.099 -0.461
H -0.377 -0.966 2.108
H -2.013 -0.297 1.999
H -0.572 1.495 0.837
*
```

The computed Löwdin charges, all in e, follow: N 0.155; C -0.606; O 0.024; N 0.057; C -0.172; C -0.262; O -0.069; H 0.106; H 0.095; H 0.134; H 0.122; H 0.125; H 0.116; H 0.114; H 0.060

---

Record 2
Here is a cluster of 6 separate species, C5H25N3O5 in total from the OMol25 dataset. Energies are from ωB97M-V/def2-TZVPD.

Properties
* ΔE to the lowest compared entry with this formula, charge and spin: 16.33 kcal/mol
* <S²>: 0.755
* max |F|: 2.49 eV/A
* LUMO (spin up / spin down): -3.35 / -8.34 eV
* Kohn-Sham gap (spin up / spin down): 9.48 / 4.49 eV

```
! wB97M-V def2-TZVPD RIJCOSX def2/J DEFGRID3
* xyz 1 2
C -0.468 -2.251 2.038
N 0.017 -0.979 1.576
C 0.616 -0.776 0.293
C 1.084 0.696 0.219
C 1.220 1.249 -1.197
N 1.911 2.519 -1.053
C 1.742 -1.858 -0.062
N 1.668 -2.292 -1.462
H 0.088 -2.522 2.940
H -0.354 -2.996 1.242
H -1.538 -2.296 2.366
H 0.667 -0.551 2.237
H -0.091 -0.875 -0.548
H 0.455 1.455 0.720
H 1.940 0.724 0.929
H 1.458 0.643 -2.079
H 0.167 1.599 -1.331
H 2.759 2.526 -0.503
H 2.358 2.800 -1.918
H 1.566 -2.870 0.449
H 2.746 -1.583 0.280
H 1.912 -3.287 -1.463
H 2.237 -1.816 -2.137
H -2.826 -0.677 -2.866
H -4.058 0.009 -2.460
O -3.578 -0.210 -3.271
H -1.715 3.633 0.886
H -1.838 2.513 1.744
O -1.213 3.242 1.621
H -1.590 -1.955 -1.366
H -0.180 -2.136 -1.963
O -1.151 -2.235 -2.176
H 0.934 3.078 3.102
H 1.286 2.715 1.667
O 1.673 2.790 2.558
H -4.103 0.577 0.473
H -2.523 0.399 0.330
O -3.276 1.000 0.186
*
```

The computed Löwdin charges, all in e, follow: C -0.004; N 0.139; C -0.279; C -0.177; C -0.253; N 0.008; C -0.145; N 0.022; H 0.122; H 0.106; H 0.137; H 0.173; H 0.123; H 0.089; H 0.124; H 0.118; H 0.128; H 0.077; H 0.083; H 0.136; H 0.135; H 0.114; H 0.094; H -0.002; H 0.020; O -0.056; H 0.063; H 0.023; O -0.051; H 0.010; H 0.001; O -0.066; H 0.034; H -0.015; O -0.065; H 0.064; H 0.019; O -0.050

---

Record 3
Here is a cluster of 2 separate species, C2H8N2O2 in total from the OMol25 dataset. Energies are from ωB97M-V/def2-TZVPD.

Properties
* ΔE to the lowest compared entry with this formula, charge and spin: 23.62 kcal/mol
* max |F|: 0.97 eV/A
* LUMO: 0.79 eV
* Kohn-Sham gap: 10.06 eV
* SMILES: NC=O.NCO

```
! wB97M-V def2-TZVPD RIJCOSX def2/J DEFGRID3
* xyz 0 1
N 1.652 -2.513 -0.366
C 1.928 -1.127 -0.559
O 2.543 -0.487 0.565
H 2.447 -2.991 0.028
H 0.780 -2.690 0.123
H 2.679 -1.010 -1.338
H 0.995 -0.638 -0.856
H 1.850 -0.330 1.217
C -2.075 1.424 0.305
N -2.895 2.486 0.089
O -0.877 1.529 0.384
H -2.655 0.486 0.372
H -2.474 3.399 -0.042
H -3.899 2.463 0.079
*
```

The computed Löwdin charges, all in e, follow: N 0.010; C -0.363; O -0.078; H 0.068; H 0.066; H 0.108; H 0.108; H 0.071; C -0.431; N 0.108; O 0.010; H 0.125; H 0.107; H 0.090

---

Record 4
Here is a cluster of 2 separate species, C2H8Br2Si3 in total from the OMol25 dataset. Energies are from ωB97M-V/def2-TZVPD.

Properties
* ΔE to the lowest compared entry with this formula, charge and spin: 38.09 kcal/mol
* max |F|: 3.23 eV/A
* LUMO: 0.05 eV
* Kohn-Sham gap: 9.35 eV

```
! wB97M-V def2-TZVPD RIJCOSX def2/J DEFGRID3
* xyz 0 1
C -0.300 -0.606 -0.998
C -0.419 0.788 1.608
Si 0.767 0.501 0.142
Si -2.074 -1.030 -0.475
Si -2.226 0.774 1.009
Br -2.325 -3.169 0.041
Br -2.557 2.445 -0.288
H -0.566 0.047 -1.895
H 0.255 -1.472 -1.505
H -0.231 -0.152 2.106
H 0.018 1.595 2.314
H 1.733 -0.374 0.625
H 1.289 1.477 -0.850
H -3.234 -0.762 -2.279
H -3.381 0.935 2.053
*
```

The computed Löwdin charges, all in e, follow: C -0.583; C -0.516; Si 0.543; Si -0.027; Si -0.056; Br 0.249; Br 0.346; H 0.020; H 0.051; H 0.007; H 0.062; H -0.062; H -0.029; H 0.038; H -0.044

---

Record 5
Here is a cluster of 4 separate species, C6H22N2O3 in total from the OMol25 dataset. Energies are from ωB97M-V/def2-TZVPD.

Properties
* ΔE to the lowest compared entry with this formula, charge and spin: 80.77 kcal/mol
* max |F|: 6.43 eV/A
* LUMO: 0.51 eV
* Kohn-Sham gap: 8.94 eV
* SMILES: CNCCNC(C)C.O.O.O

```
! wB97M-V def2-TZVPD RIJCOSX def2/J DEFGRID3
* xyz 0 1
C -0.744 -1.133 -0.258
N -0.153 0.023 0.416
C -1.046 1.037 1.002
C -1.804 0.547 2.265
C 0.003 2.235 1.305
C 0.403 -2.078 -0.845
N 0.941 -1.718 -2.109
C 1.064 -0.258 -2.459
H -1.352 -0.870 -1.178
H -1.413 -1.721 0.437
H 0.448 -0.275 1.089
H -1.794 1.582 0.355
H -2.049 -0.532 2.217
H -1.081 0.577 3.083
H -2.790 1.269 2.364
H 0.433 2.691 0.493
H -0.559 2.991 2.009
H 0.768 1.905 1.866
H -0.244 -3.027 -0.752
H 1.110 -2.341 0.008
H 0.394 -2.056 -2.976
H 1.200 0.406 -1.620
H 0.197 0.219 -3.005
H 1.949 -0.082 -3.010
H -1.082 1.721 -1.716
H -1.777 2.459 -2.760
O -1.569 1.512 -2.534
H 2.876 1.110 -0.633
H 3.809 0.208 -0.129
O 3.699 1.193 -0.299
H -0.279 -2.411 3.230
H 0.123 -2.921 1.726
O 0.320 -2.260 2.423
*
```

The computed Löwdin charges, all in e, follow: C -0.223; N -0.057; C -0.412; C -0.079; C -0.046; C -0.271; N -0.111; C -0.125; H 0.124; H 0.095; H 0.047; H 0.124; H 0.049; H 0.062; H 0.132; H 0.028; H 0.114; H 0.017; H 0.120; H 0.103; H 0.141; H 0.033; H 0.072; H 0.053; H 0.014; H 0.073; O -0.087; H -0.080; H 0.085; O -0.031; H 0.093; H 0.032; O -0.092

---

Record 6
Here is a cluster of 2 separate species, C2H3N2O2 in total from the OMol25 dataset. Energies are from ωB97M-V/def2-TZVPD.

Properties
* ΔE to the lowest compared entry with this formula, charge and spin: 108.17 kcal/mol
* max |F|: 3.67 eV/A
* LUMO (spin up / spin down): -7.06 / -7.05 eV
* Kohn-Sham gap (spin up / spin down): 8.33 / 8.33 eV

```
! wB97M-V def2-TZVPD RIJCOSX def2/J DEFGRID3
* xyz 1 1
C -0.920 0.264 -0.147
C 2.657 0.286 -0.445
N -2.184 0.140 0.000
N 0.103 -0.369 0.327
O 3.481 -0.179 0.154
O -3.269 -0.145 -0.284
H -0.769 1.329 -0.432
H 1.082 -0.124 0.079
H -0.180 -1.203 0.748
*
```

The computed Löwdin charges, all in e, follow: C -0.113; C 0.061; N 0.075; N 0.196; O 0.154; O 0.289; H 0.210; H 0.000; H 0.128

---

Record 7
Here is an isolated molecule of C4H7NO from the OMol25 dataset. Energies are from ωB97M-V/def2-TZVPD.

Properties
* ΔE to the lowest compared entry with this formula, charge and spin: 49.20 kcal/mol
* max |F|: 1.16 eV/A
* LUMO: 0.95 eV
* Kohn-Sham gap: 10.15 eV
* SMILES: CN1CC(=O)C1

```
! wB97M-V def2-TZVPD RIJCOSX def2/J DEFGRID3
* xyz 0 1
C -1.635 -0.216 -0.142
N -0.294 0.095 -0.597
C 0.486 1.182 0.037
C 1.564 0.141 0.333
O 2.568 0.157 0.999
C 0.712 -0.947 -0.276
H -2.021 -1.112 -0.654
H -1.672 -0.413 0.943
H -2.290 0.623 -0.379
H 0.773 1.993 -0.645
H 0.232 1.642 1.015
H 0.426 -1.679 0.500
H 1.150 -1.466 -1.135
*
```

The computed Löwdin charges, all in e, follow: C -0.107; N -0.191; C -0.088; C -0.370; O 0.099; C -0.093; H 0.088; H 0.084; H 0.080; H 0.119; H 0.132; H 0.128; H 0.122

---

Record 8
Here is an isolated molecule of C7H13N3 from the OMol25 dataset. Energies are from ωB97M-V/def2-TZVPD.

Properties
* ΔE to the lowest compared entry with this formula, charge and spin: 125.47 kcal/mol
* max |F|: 10.12 eV/A
* LUMO: 0.50 eV
* Kohn-Sham gap: 9.88 eV

```
! wB97M-V def2-TZVPD RIJCOSX def2/J DEFGRID3
* xyz 0 1
C -1.227 0.305 -1.672
C -0.008 0.308 -0.847
C -0.259 -0.879 0.117
C 0.981 -1.157 1.014
C 1.418 0.130 1.921
C 1.360 1.501 1.015
C 0.101 1.478 0.050
H -1.053 0.910 -2.534
H -2.168 0.542 -1.088
H 0.945 0.082 -1.519
H -0.364 -1.901 -0.345
H -1.159 -0.738 0.784
H 1.316 -2.132 1.727
H 2.004 -1.204 0.312
H 0.482 0.227 2.473
H 2.397 -0.224 2.374
H 1.411 2.339 1.584
H 2.303 1.338 0.403
H 0.053 2.491 -0.484
H -0.710 1.475 0.982
N -3.713 -2.119 -1.790
N -2.563 -1.652 -2.064
N -1.547 -1.122 -2.413
*
```

The computed Löwdin charges, all in e, follow: C -0.115; C -0.394; C -0.227; C -0.222; C -0.190; C -0.174; C -0.195; H 0.096; H 0.139; H 0.196; H 0.111; H 0.131; H 0.152; H 0.132; H 0.076; H 0.111; H 0.050; H 0.113; H 0.132; H 0.171; N 0.135; N -0.284; N 0.055

---

Record 9
Here is an isolated molecule of C4H6Br3OP from the OMol25 dataset. Energies are from ωB97M-V/def2-TZVPD.

Properties
* ΔE to the lowest compared entry with this formula, charge and spin: 0.00 kcal/mol
* max |F|: 5.68 eV/A
* LUMO: 0.08 eV
* Kohn-Sham gap: 9.42 eV
* SMILES: CO/C(Br)=C(/C)P(Br)Br

```
! wB97M-V def2-TZVPD RIJCOSX def2/J DEFGRID3
* xyz 0 1
C -0.583 0.224 0.555
C 0.588 -0.163 -0.025
C -0.714 0.838 1.897
C 1.853 -0.706 -1.985
O 0.735 -0.861 -1.134
P -1.921 -0.178 -0.585
Br 2.298 -0.096 1.004
Br -3.274 1.511 0.016
Br -2.972 -1.799 0.487
H -0.784 0.223 2.787
H -1.603 1.532 1.967
H 0.270 1.334 1.916
H 1.526 -1.117 -3.004
H 2.682 -1.153 -1.568
H 1.898 0.412 -2.326
*
```

The computed Löwdin charges, all in e, follow: C -0.651; C -0.695; C -0.171; C -0.101; O -0.234; P 0.232; Br 0.740; Br 0.238; Br 0.213; H 0.081; H 0.025; H 0.038; H 0.120; H 0.030; H 0.135

---

- Which value of max |F| does entry 6 give?
  3.67 eV/A